1.
{"formula": "C4H3NOS2", "method": "wB97M-V/def2-TZVPD", "spin_multiplicity": 1, "e_homo_ev": -10.1827, "orbital_gap_ha": 0.3745, "smiles": "N#C[C@]1(S)CSC1=O", "elements": ["N", "C", "C", "S", "C", "S", "C", "O", "H", "H", "H"], "coordinates": [[-0.176, -2.874, -0.032], [-0.311, -1.731, 0.019], [-0.397, -0.258, 0.063], [-1.426, 0.268, 1.507], [-0.736, 0.443, -1.278], [0.933, 1.148, -1.448], [1.042, 0.326, 0.118], [1.889, 0.277, 0.952], [-1.071, 1.571, 1.459], [-1.003, -0.221, -2.103], [-1.512, 1.223, -1.219]], "lowdin_charge": [0.19, -0.22, -0.77, 0.82, -0.42, 0.99, -0.74, 0.09, -0.10, 0.09, 0.08]}

=====

2.
{"formula": "C3H7N3", "method": "wB97M-V/def2-TZVPD", "spin_multiplicity": 1, "e_homo_ev": -9.0958, "orbital_gap_ha": 0.3607, "smiles": "[H]/N=C\\N/C(C)=N/[H]", "elements": ["H", "N", "C", "N", "C", "C", "N", "H", "H", "H", "H", "H", "H"], "coordinates": [[-2.487, -0.061, -0.325], [-1.974, 0.470, -1.209], [-0.823, 0.728, -1.274], [0.297, 0.430, -0.431], [0.536, -0.356, 0.541], [1.936, -0.250, 1.115], [-0.452, -0.939, 0.983], [-0.183, -1.503, 1.827], [-0.275, 1.085, -2.422], [1.233, 0.981, -0.683], [2.062, 0.744, 1.759], [2.351, -0.638, 0.269], [2.312, -1.071, 1.880]], "lowdin_charge": [0.15, 0.08, -0.38, 0.01, -0.65, -0.03, 0.12, 0.07, 0.17, 0.18, 0.14, 0.03, 0.11]}

=====

3.
{"formula": "C4H11NO2", "method": "wB97M-V/def2-TZVPD", "spin_multiplicity": 1, "e_homo_ev": -8.6367, "orbital_gap_ha": 0.3356, "smiles": "C=NC(=C)C.O.O", "elements": ["C", "N", "C", "C", "C", "H", "H", "H", "H", "H", "H", "H", "O", "H", "H", "O", "H", "H"], "coordinates": [[-0.054, 0.069, 1.826], [0.090, 0.111, 0.537], [-1.042, -0.280, -0.200], [-1.872, 0.652, -0.610], [-1.253, -1.691, -0.398], [0.686, 0.574, 2.455], [-0.494, -0.869, 2.364], [-1.662, 1.671, -1.005], [-3.029, 0.484, -0.695], [-0.420, -2.386, 0.247], [-2.344, -1.991, -0.065], [-0.924, -2.021, -1.433], [2.431, 2.016, 0.916], [2.274, 2.955, 0.701], [2.427, 1.446, 0.151], [1.993, -0.017, -1.430], [1.288, -0.548, -1.017], [1.904, -0.176, -2.346]], "lowdin_charge": [0.01, -0.01, -0.55, 0.02, -0.10, 0.06, 0.11, 0.07, 0.10, 0.14, 0.12, 0.09, -0.08, 0.05, -0.02, -0.04, 0.01, 0.02]}

=====

4.
{"formula": "C3H9N2", "method": "wB97M-V/def2-TZVPD", "spin_multiplicity": 1, "e_homo_ev": -14.4369, "charge": 1, "orbital_gap_ha": 0.3738, "elements": ["C", "C", "C", "N", "N", "H", "H", "H", "H", "H", "H", "H", "H", "H"], "coordinates": [[1.881, -0.095, 0.061], [0.608, 0.306, -0.639], [-1.544, -0.712, -0.129], [2.036, 1.326, 0.224], [-0.643, 0.468, 0.072], [1.779, -0.733, 0.940], [2.626, -0.496, -0.621], [0.647, 0.619, -1.668], [-2.568, -0.394, -0.316], [-1.200, -1.293, -0.983], [-1.536, -1.354, 0.750], [1.662, 1.674, 1.104], [-0.462, 0.571, 1.079], [-1.127, 1.319, -0.247]], "lowdin_charge": [-0.26, -0.05, 0.02, 0.12, 0.01, 0.12, 0.12, 0.14, 0.11, 0.11, 0.11, 0.06, 0.19, 0.19]}

=====

5.
{"formula": "C2H4AgO2", "method": "wB97M-V/def2-TZVPD", "spin_multiplicity": 2, "e_homo_ev": [-5.4236, -8.6105], "orbital_gap_ha": [0.1585, 0.2730], "elements": ["C", "C", "O", "O", "H", "H", "H", "Ag", "H"], "coordinates": [[0.471, 0.707, -1.478], [-0.850, 0.629, -0.753], [-0.462, 0.194, 0.566], [1.497, 0.329, -0.687], [0.632, 1.532, -2.186], [-1.640, 0.086, -1.312], [0.312, 1.049, 0.862], [0.946, -1.592, 0.278], [-1.257, 1.656, -0.664]], "lowdin_charge": [-0.33, -0.31, -0.29, -0.37, 0.08, 0.11, 0.25, 0.77, 0.10]}

=====

6.
{"formula": "C11H17OP", "method": "wB97M-V/def2-TZVPD", "spin_multiplicity": 1, "e_homo_ev": -8.4534, "orbital_gap_ha": 0.3345, "smiles": "CCC(CC)(PO)c1ccccc1", "elements": ["C", "C", "C", "C", "C", "P", "O", "C", "C", "C", "C", "C", "C", "H", "H", "H", "H", "H", "H", "H", "H", "H", "H", "H", "H", "H", "H", "H", "H", "H"], "coordinates": [[-0.886, -1.865, 1.714], [-1.100, -0.414, 1.253], [-0.529, 0.049, -0.097], [-1.306, -0.920, -1.184], [-2.634, -0.398, -1.588], [-1.003, 1.860, -0.493], [-2.372, 2.022, 0.378], [1.002, 0.102, -0.140], [1.809, 0.099, 1.014], [3.174, 0.375, 0.894], [3.804, 0.681, -0.278], [2.987, 0.756, -1.384], [1.624, 0.498, -1.333], [0.097, -2.302, 1.957], [-1.281, -2.433, 0.928], [-1.523, -1.948, 2.592], [-2.184, -0.320, 1.044], [-0.663, 0.242, 2.056], [-1.205, -2.013, -0.887], [-0.689, -0.918, -2.061], [-2.583, 0.645, -2.056], [-3.375, -0.371, -0.702], [-3.029, -1.132, -2.219], [-0.170, 2.611, 0.502], [-2.440, 2.165, 1.381], [1.348, -0.102, 1.929], [3.816, 0.358, 1.759], [4.850, 1.014, -0.243], [3.380, 1.037, -2.386], [1.081, 0.621, -2.347]], "lowdin_charge": [-0.09, -0.27, -0.52, -0.23, -0.15, 0.92, -0.44, -0.24, -0.03, -0.09, -0.11, -0.11, -0.09, 0.08, 0.03, 0.08, 0.09, 0.11, 0.12, 0.08, 0.07, 0.10, 0.05, 0.00, 0.11, 0.08, 0.10, 0.11, 0.11, 0.13]}

=====

Energy relative to the best compared isomer or geometry (same formula, charge and spin) (computed, kcal per mole): 17.4, 79.7, 104.4, 87.4, 36.9, 0.0